Below is 2 unconnected molecules or ions with the total composition C29H50BrCl4FN3O2 in a non-equilibrium geometry, with properties calculated with ωB97M-V with the def2-TZVPD basis set.

```
90
Properties=species:S:1:pos:R:3:forces:R:3
C -2.7652 -0.5770 5.2387 0.6218 0.5661 0.1496
C -3.1093 0.8258 4.7253 0.2638 -0.4080 -0.3366
C -4.4751 0.9405 4.0551 -0.2083 0.0414 0.5976
C -4.7909 -0.1644 3.0457 0.4168 0.1039 0.4973
C -3.7519 -0.3321 1.9371 -0.7147 -0.6593 -0.5350
C -3.9709 0.5767 0.7160 0.1015 1.0333 0.3790
C -2.8518 1.6158 0.5597 0.0647 -0.5023 0.6825
C -1.4581 0.9542 0.4587 -0.3909 0.6880 0.2417
C -0.5104 1.5200 -0.6109 -0.4063 -1.1960 -0.7666
C -0.2727 3.0358 -0.5025 -0.1844 0.8604 0.4122
N -0.6338 3.6362 0.7815 0.0906 -0.8585 -0.1901
C 0.2212 3.2875 1.9124 -0.4575 0.7850 0.4221
C -1.2141 1.3100 -1.9921 0.8793 0.6131 0.3509
C -1.3413 -0.1218 -2.4401 -1.1302 1.1917 -0.0428
F -1.9870 -0.1598 -3.6419 0.2886 -0.2929 -0.4283
N -0.0278 -0.8819 -2.5158 -0.7316 -0.6744 0.0087
C -0.2572 -2.0888 -1.6122 1.0714 -0.5388 0.2798
C 0.9892 -2.9339 -1.2855 -0.6661 -0.5330 0.2233
C 1.2037 -3.0576 0.2339 0.3514 -0.4096 -0.5987
C 1.9757 -4.3547 0.5958 -0.0271 1.1198 0.6868
N 3.3245 -3.9895 1.0149 -2.1942 -1.5186 -1.2166
C 3.7331 -3.7105 2.2670 0.7356 0.2479 0.1239
C 5.0579 -3.3814 2.1570 0.2443 0.4267 1.3367
C 5.4216 -3.4657 0.8241 0.7518 0.0604 -1.2547
C 4.3223 -3.8679 0.1090 0.7950 0.4986 0.6266
C 0.2593 -1.4521 -3.8654 0.1896 0.4892 -0.7884
C 0.7208 -0.5315 -5.0120 1.6581 -0.7870 -1.9941
O 1.4414 -1.0226 -5.8581 -1.5762 0.8587 1.9103
Br 0.2014 1.3192 -5.2642 0.0921 -0.6189 0.2075
C 1.0580 -0.0069 -2.0283 0.8389 0.9731 1.1095
C 0.7816 0.6153 -0.6498 0.0558 0.3087 0.4481
C 2.1222 1.2617 -0.2427 0.2593 -0.6094 -0.6816
C 3.0835 0.2950 0.4624 0.3216 1.3249 0.4049
C 2.6999 0.0541 1.9294 -0.1124 -0.9013 -0.5297
O 4.3817 0.9136 0.4361 -0.1585 -0.3821 -0.2946
H -1.9033 -0.4798 5.8986 0.0697 -0.0917 0.1062
H -3.5519 -1.0338 5.8328 -0.2110 -0.1163 -0.1797
H -2.4284 -1.2176 4.4274 -0.3374 -0.3277 -0.0415
H -2.3379 1.1089 4.0024 0.1221 0.0834 0.0140
H -2.9960 1.5213 5.5521 -0.2921 0.2485 0.0284
H -4.5989 1.9460 3.6502 0.0265 0.0253 -0.2557
H -5.2224 0.8612 4.8478 -0.1507 0.0520 0.0169
H -5.8028 -0.0079 2.6753 0.0134 -0.0621 -0.3231
H -4.8146 -1.0987 3.6056 -0.1043 -0.1032 0.0668
H -3.8273 -1.3663 1.5945 0.1096 -0.1271 0.0294
H -2.7626 -0.2413 2.3800 0.1533 0.1587 -0.1404
H -4.8669 1.1636 0.9206 -0.2455 -0.0796 -0.2006
H -4.1703 0.0354 -0.2103 0.1512 -0.2231 -0.0171
H -3.0663 2.3418 -0.2198 0.0597 -0.0437 -0.1988
H -2.8644 2.1774 1.4905 0.0449 0.3117 -0.0301
H -1.6256 -0.1147 0.3106 0.2159 -0.1314 -0.2553
H -0.9958 1.0200 1.4402 0.2027 -0.0521 0.0523
H -0.9289 3.5111 -1.2309 -0.0591 0.0962 -0.0510
H 0.7405 3.3493 -0.7887 0.1066 -0.4540 -0.2659
H -0.6963 4.6355 0.6683 -0.0439 0.0849 0.0919
H 0.5949 2.2738 1.8581 0.1229 -0.0504 -0.1685
H -0.3792 3.3409 2.8218 -0.0073 -0.0363 0.1140
H 1.0424 3.9948 2.0612 0.2971 -0.2052 -0.1344
H -2.2210 1.7129 -1.9927 -0.1967 -0.0452 0.1636
H -0.6626 1.9350 -2.6894 0.0088 -0.3306 -0.4758
H -2.0214 -0.6255 -1.7630 0.2893 -0.4374 0.2378
H -0.6537 -1.7650 -0.6612 -0.2407 0.5029 -0.0605
H -1.0121 -2.7015 -2.0952 -0.1371 0.1521 -0.2001
H 1.8964 -2.6355 -1.8053 0.0807 0.1707 0.0416
H 0.7779 -3.9473 -1.6228 0.0017 -0.0392 -0.3211
H 0.2449 -3.0488 0.7474 -0.1505 0.0631 0.0150
H 1.8039 -2.2210 0.5766 -0.1374 0.1392 0.2692
H 2.0094 -5.0469 -0.2385 0.1816 -0.0696 -0.1169
H 1.4589 -4.8548 1.4084 0.1107 -0.1234 0.1751
H 3.1154 -3.7429 3.1400 -0.3714 -0.1466 0.0358
H 5.6865 -3.0873 2.9771 0.1149 -0.0008 0.0827
H 6.3815 -3.2534 0.3905 0.1731 -0.0161 0.0684
H 4.2142 -4.0621 -0.9366 -0.2352 -0.1516 -0.2395
H -0.5885 -2.0159 -4.2416 -0.3707 0.2105 0.1168
H 1.0557 -2.1829 -3.7911 0.2718 0.0796 0.3465
H 1.2612 0.8181 -2.7045 -0.3918 -0.1753 -0.4929
H 2.0026 -0.5316 -1.9319 -0.1202 -0.5800 -0.2985
H 0.6201 -0.2017 0.0559 -0.0977 -0.0547 0.1080
H 2.6436 1.5421 -1.1639 -0.0038 0.2926 -0.0341
H 2.0374 2.1696 0.3456 -0.2303 -0.0521 0.1750
H 3.1973 -0.6184 -0.1219 -0.0577 -0.2188 0.1444
H 3.4058 0.5868 2.5534 -0.0811 0.2022 0.1656
H 2.7972 -1.0062 2.1615 0.0873 -0.0181 0.2045
H 1.6711 0.3324 2.1511 -0.0647 0.1581 0.0737
H 4.2349 1.8627 0.3960 0.2253 0.1146 0.0965
C 0.5066 4.5636 -7.7411 0.0617 0.0047 -0.1677
Cl 2.1901 4.0382 -7.8120 -0.0329 -0.0072 0.0267
Cl -0.0581 4.4850 -6.0592 -0.0677 0.1673 0.0748
Cl 0.3737 6.2206 -8.3218 -0.0058 -0.0490 0.0453
Cl -0.4890 3.4994 -8.7364 0.0089 0.0005 0.0409
```
Forces are in eV/Å.

Computed properties:
HOMO energy, eV: -10.53
DFT total energy, hartree: -5964.0750
Relative energy (zero: lowest compared OMol25 entry of this formula, charge and spin), kcal/mol: 0.00
LUMO energy, eV: -2.807
Total charge: +1
Molar mass, g/mol: 713.45

Mulliken population analysis, charges in e, atoms 1 to 2:
1. C -1.26
2. C 0.18

Below is 7 unconnected molecules or ions with the total composition C29H50N6O5, with properties calculated with ωB97M-V with the def2-TZVPD basis set.

```
90
Properties=species:S:1:pos:R:3:forces:R:3
C 4.2868 -2.0093 -1.3985 0.5537 -0.0687 -0.1643
C 5.1089 -1.8216 -2.6731 -0.3431 -0.1609 -0.1057
O 6.4952 -2.0058 -2.3376 0.1237 0.1709 0.1170
O 7.2491 -1.3350 -3.3580 -0.1718 -0.0611 -0.1361
C 7.7586 -0.1643 -2.8995 0.4470 -0.2318 0.1291
O 8.0111 0.7184 -3.6577 0.0599 -0.0390 0.0387
O 8.0189 -0.1630 -1.5693 -0.5700 0.4189 0.0140
C 7.0118 0.6205 -0.8848 -0.1039 -0.1898 -0.1574
C 6.6426 -0.0024 0.4408 0.3625 -0.0999 -0.0039
O 5.7138 0.4222 1.0610 -0.3096 0.1368 0.2522
H 4.9577 -1.9966 -0.5362 -0.1038 0.0095 0.0129
H 3.7728 -2.9655 -1.4044 -0.1020 0.0774 0.0643
H 3.5669 -1.2070 -1.2679 -0.0941 -0.1010 -0.0068
H 4.9753 -0.8287 -3.1072 0.0890 0.0271 0.0851
H 4.8290 -2.5583 -3.4297 0.0759 0.0967 -0.0794
H 6.0897 0.6227 -1.4748 0.0508 0.1275 0.0375
H 7.3286 1.6561 -0.7467 0.1328 -0.0705 0.0304
H 7.2437 -0.8569 0.7975 0.1074 0.0159 -0.1288
C 2.7850 -5.6955 1.6141 0.0280 -0.0005 0.0121
C 3.0512 -4.5634 2.5982 0.0078 -0.0546 -0.0688
C 1.9555 -3.4911 2.5836 0.1555 -0.0655 -0.0342
C 1.8372 -2.8629 1.2682 -0.0041 -0.0698 0.2145
N 1.7667 -2.3881 0.2269 -0.1727 0.0917 -0.1530
H 2.7606 -5.3281 0.5868 -0.0258 0.0096 0.0033
H 3.5648 -6.4548 1.6766 -0.0072 -0.0033 0.0009
H 1.8282 -6.1786 1.8220 -0.0033 0.0040 -0.0041
H 4.0141 -4.0988 2.3749 -0.0026 0.0182 0.0260
H 3.1167 -4.9617 3.6118 -0.0138 0.0406 0.0184
H 2.1634 -2.7094 3.3138 -0.0667 0.0007 0.0192
H 0.9878 -3.9184 2.8444 -0.0115 0.0253 0.0332
C -2.1549 -1.8715 1.0224 0.0380 0.0078 -0.0402
C -3.1195 -2.6121 1.9343 0.0143 -0.0371 -0.0667
C -3.0031 -2.1910 3.4041 -0.0027 -0.1089 -0.1404
C -1.6712 -2.4702 3.9385 -0.2348 0.1194 0.0466
N -0.6250 -2.6817 4.3573 0.2314 -0.0899 0.0811
H -1.1123 -2.0771 1.2731 -0.0082 0.0134 0.0364
H -2.3140 -2.1739 -0.0119 0.0033 0.0225 -0.0039
H -2.3166 -0.7934 1.0893 -0.0079 -0.0006 -0.0029
H -2.9571 -3.6898 1.8536 0.0000 0.0014 0.0286
H -4.1412 -2.4157 1.6134 -0.0233 -0.0057 0.0388
H -3.7333 -2.7267 4.0128 0.0187 0.0304 0.0445
H -3.2027 -1.1245 3.5084 -0.0135 0.0059 -0.0299
C -0.9922 0.0123 -2.6147 -0.0012 -0.0057 -0.0345
C -1.9866 0.1970 -3.7547 0.0784 -0.0188 0.0612
C -3.4414 0.2353 -3.2702 0.0564 0.0056 -0.0982
C -3.8162 -1.0060 -2.5945 0.0886 0.2479 -0.0039
N -4.0643 -1.9769 -2.0390 -0.1524 -0.2809 0.0911
H -1.1452 -0.9378 -2.1014 -0.0101 0.0105 0.0117
H 0.0307 0.0221 -2.9903 0.0019 0.0018 0.0121
H -1.0858 0.8118 -1.8770 -0.0027 -0.0030 0.0053
H -1.8734 -0.6098 -4.4814 -0.0195 0.0060 -0.0118
H -1.7814 1.1309 -4.2810 -0.0451 0.0057 -0.0111
H -4.1285 0.3892 -4.1038 -0.0007 0.0258 0.0124
H -3.5857 1.0576 -2.5659 -0.0187 -0.0092 -0.0036
C 10.4441 4.1021 -0.8248 0.0177 0.0005 0.0024
C 11.4786 2.9845 -0.8598 -0.0386 0.0597 -0.0221
C 10.8497 1.5943 -0.6971 0.0808 0.1740 -0.0593
C 10.1632 1.4695 0.5874 0.1350 -0.1232 -0.2311
N 9.6463 1.3772 1.6062 -0.2353 -0.0165 0.2309
H 9.9282 4.1324 0.1362 -0.0115 -0.0175 -0.0041
H 10.9178 5.0716 -0.9772 -0.0079 0.0016 -0.0059
H 9.6963 3.9671 -1.6092 0.0006 -0.0026 -0.0005
H 12.2197 3.1388 -0.0734 0.0102 -0.0214 -0.0042
H 12.0125 3.0049 -1.8112 0.0051 -0.0487 0.0030
H 11.6102 0.8144 -0.7499 -0.0270 -0.0243 -0.0132
H 10.1249 1.4073 -1.4923 0.0017 -0.0313 0.0077
C -6.4973 0.9911 -1.2181 0.0073 0.0034 0.0020
C -7.5082 0.2135 -0.3879 0.0571 -0.1065 -0.1213
C -7.4219 0.5463 1.1051 -0.0188 -0.0287 -0.1350
C -6.1067 0.2251 1.6572 -0.2407 0.0685 0.0215
N -5.0776 -0.0331 2.0899 0.2466 -0.0001 0.0946
H -5.4750 0.7381 -0.9290 -0.0135 0.0105 0.0358
H -6.6119 0.7552 -2.2766 -0.0033 0.0083 -0.0021
H -6.6401 2.0664 -1.0942 -0.0088 -0.0012 -0.0098
H -7.3519 -0.8583 -0.5295 0.0093 0.0009 0.0390
H -8.5165 0.4457 -0.7251 -0.0209 0.0282 0.0464
H -8.1704 -0.0091 1.6721 -0.0005 0.0218 0.0085
H -7.6080 1.6104 1.2605 -0.0153 -0.0029 0.0054
C -11.7427 4.1376 2.2328 0.0160 -0.0033 0.0228
C -10.4049 4.8642 2.2826 -0.0677 -0.0516 0.0151
C -9.8176 5.1253 0.8901 0.0185 0.0166 0.0937
C -9.5719 3.8816 0.1603 -0.0750 0.2172 0.0506
N -9.3970 2.8985 -0.4023 0.0609 -0.1967 -0.0753
H -11.6408 3.1515 1.7776 0.0009 0.0110 -0.0224
H -12.1426 3.9999 3.2369 -0.0068 0.0032 -0.0041
H -12.4760 4.7026 1.6544 0.0001 -0.0011 -0.0028
H -9.6890 4.2856 2.8696 0.0178 0.0178 -0.0038
H -10.5224 5.8260 2.7839 0.0344 0.0183 -0.0233
H -8.8718 5.6641 0.9631 -0.0153 0.0187 -0.0201
H -10.5005 5.7348 0.2950 0.0090 -0.0012 -0.0080
```
Forces are in eV/Å.

Computed properties:
HOMO energy, eV: -10.07
DFT total energy, hartree: -1839.5902
LUMO energy, eV: 0.455
SMILES: CCOOC(=O)OCC=O.CCCC#N.CCCC#N.CCCC#N.CCCC#N.CCCC#N.CCCC#N
Molar mass, g/mol: 562.76

Mulliken population analysis, charges in e, atoms 1 to 2:
1. C -0.90
2. C -0.26